[1]
The following is a DFT calculation (wB97M-V/def2-TZVPD) of C7H10S as an isolated structure in a non-equilibrium geometry.

Cartesian coordinates (Å):
C 0.51 1.61 -0.77
C 0.30 0.39 0.04
C 1.35 0.09 1.14
C 0.46 -0.88 -0.82
C -0.70 -1.78 -0.47
C -1.57 -1.17 0.32
C -1.18 0.24 0.58
H -0.30 1.60 -1.49
H 1.49 1.52 -1.26
H 0.52 2.56 -0.16
H 0.88 -0.30 2.03
H 2.05 0.91 1.35
H 0.49 -0.63 -1.89
H -0.75 -2.80 -0.87
H -2.50 -1.63 0.67
H -1.32 0.64 1.66
H -1.83 0.80 -0.11
S 2.08 -1.17 0.05

The calculation puts the lowest unoccupied orbital energy at 0.92 eV. Its total charge is 0. The total energy comes out at -670.8666 Ha. For the HOMO-LUMO gap, the calculation gives 9.498 eV. The spin multiplicity is 1. The value obtained for the maximum force is 2.8 eV/A.

[2]
The following is a DFT calculation (wB97M-V/def2-TZVPD) of a 2-piece molecular cluster, C7H10S3 overall in a non-equilibrium geometry.

Cartesian coordinates (Å):
C 1.14 -2.41 -0.35
C 0.79 -1.28 0.36
C 0.75 -2.29 -1.64
C 0.40 -0.16 -0.32
C -0.62 2.27 -0.67
C 0.43 1.61 1.45
C -0.07 1.14 0.13
S 0.14 -0.73 -1.96
S -2.04 -1.74 0.90
S -2.39 0.12 0.47
H 1.60 -3.24 0.14
H 1.28 -1.24 1.37
H 0.71 -3.06 -2.39
H -1.63 2.53 -0.39
H -0.73 1.98 -1.66
H 0.05 3.22 -0.42
H 1.31 2.39 1.28
H 0.84 0.92 2.07
H -0.28 2.13 1.94
H -1.67 -2.15 -0.31

The calculation puts the lowest unoccupied orbital energy (alpha / beta) at -0.58 / -0.58 eV. Its total charge is 0. The total energy comes out at -1467.1988 Ha. For the HOMO-LUMO gap (alpha / beta), the calculation gives 6.951 / 6.944 eV. The spin multiplicity is 1. The value obtained for the maximum force is 4.9 eV/A.

[3]
The following is a DFT calculation (wB97M-V/def2-TZVPD) of an isolated molecule of C7H11B in a non-equilibrium geometry.

Cartesian coordinates (Å):
B -1.38 -1.37 0.97
C 0.13 1.15 0.34
C 0.33 0.59 -0.90
C -1.29 0.91 0.69
C -0.75 -0.27 -1.23
C -1.71 -0.34 -0.15
C -0.14 -1.33 1.88
C 1.58 0.87 -1.71
H 0.72 1.88 0.94
H -1.55 0.84 1.73
H -1.83 1.72 0.41
H -0.65 -0.75 -2.23
H -2.69 -0.36 -0.43
H 0.49 -2.12 1.52
H -0.46 -1.70 2.85
H 0.43 -0.35 1.89
H 2.47 0.21 -1.62
H 2.06 1.93 -1.77
H 1.35 0.57 -2.82

The calculation puts the lowest unoccupied orbital energy (alpha / beta) at 0.31 / 0.21 eV. Its total charge is 0. The total energy comes out at -297.9873 Ha. For the HOMO-LUMO gap (alpha / beta), the calculation gives 7.202 / 6.979 eV. The spin multiplicity is 1. The value obtained for the maximum force is 3.8 eV/A.

[4]
The following is a DFT calculation (wB97M-V/def2-TZVPD) of C7H11Br2F6N2O5RbS2 as an isolated structure in a non-equilibrium geometry.

Cartesian coordinates (Å):
Rb -0.13 1.01 -1.99
C -2.23 -0.35 1.18
F -1.26 0.58 1.05
F -2.45 -0.53 2.47
F -3.34 0.13 0.61
S -1.77 -1.96 0.41
O -0.53 -2.34 1.01
O -2.94 -2.74 0.61
N -1.57 -1.41 -1.13
S -1.62 -2.60 -2.20
O -0.64 -2.38 -3.21
O -1.74 -3.91 -1.67
C -3.24 -2.32 -2.98
F -3.36 -3.09 -4.05
F -4.22 -2.59 -2.13
F -3.35 -1.04 -3.39
C 1.88 2.19 1.19
O 1.79 1.69 0.08
N 1.34 3.36 1.57
C 0.59 4.20 0.68
C 1.42 3.82 2.93
H 2.46 1.71 1.99
H 1.11 5.15 0.56
H -0.37 4.45 1.15
H 0.46 3.74 -0.29
H 2.06 3.14 3.50
H 1.79 4.84 2.98
H 0.43 3.77 3.40
Br 2.53 -1.38 -2.67
C 1.79 -1.97 -0.99
C 2.83 -2.07 0.10
Br 4.22 -3.38 -0.29
H 1.27 -2.92 -1.13
H 1.06 -1.25 -0.62
H 2.38 -2.41 1.02
H 3.34 -1.12 0.25

The calculation puts the lowest unoccupied orbital energy at -0.71 eV. Its total charge is 0. The total energy comes out at -7326.7646 Ha. For the HOMO-LUMO gap, the calculation gives 9.171 eV. The spin multiplicity is 1. The value obtained for the maximum force is 1.3 eV/A.

[5]
The following is a DFT calculation (wB97M-V/def2-TZVPD) of a 2-piece molecular cluster, C7H11BrN4 overall in a non-equilibrium geometry.

Cartesian coordinates (Å):
C 0.90 -2.14 -0.28
C -0.73 -0.05 0.46
C -1.20 -1.45 0.62
C 4.21 0.25 -2.35
C -1.57 0.96 0.72
C 4.34 0.12 -1.08
C -1.35 2.37 0.90
N 1.35 -0.96 -0.39
N -0.48 -2.40 0.09
N -2.20 -1.78 1.35
N 0.56 -0.01 -0.09
Br 4.66 -0.16 0.61
H 1.37 -3.07 -0.59
H 4.41 1.04 -3.10
H 4.03 -0.84 -2.80
H -2.55 0.76 1.04
H -2.20 2.95 0.53
H -0.47 2.78 0.39
H -1.30 2.69 2.03
H -0.71 -3.41 0.24
H -2.77 -1.01 1.75
H -2.52 -2.73 1.35
H 0.82 0.81 -0.61

The calculation puts the lowest unoccupied orbital energy at -9.24 eV. Its total charge is +2. The total energy comes out at -3065.5894 Ha. For the HOMO-LUMO gap, the calculation gives 5.524 eV. The spin multiplicity is 1. The value obtained for the maximum force is 5.0 eV/A.

[6]
The following is a DFT calculation (wB97M-V/def2-TZVPD) of C7H11Cl8FO3 as an isolated structure in a non-equilibrium geometry.

Cartesian coordinates (Å):
C -8.07 16.73 -2.72
C -8.57 15.55 -3.60
O -9.82 15.30 -3.08
C -10.15 16.13 -2.13
O -11.15 16.06 -1.46
O -9.17 17.05 -1.95
F -7.68 14.55 -3.53
H -7.80 17.50 -3.45
H -7.22 16.42 -2.11
H -8.58 15.84 -4.65
C -10.85 18.86 -4.68
Cl -9.62 17.56 -4.85
Cl -12.38 18.52 -5.55
H -11.03 18.88 -3.61
H -10.43 19.86 -4.81
C -5.23 19.65 -2.30
Cl -4.79 19.09 -0.60
Cl -6.89 20.32 -2.33
H -4.63 20.51 -2.62
H -5.20 18.75 -2.92
C -8.99 19.36 -1.52
Cl -9.77 20.57 -0.37
Cl -9.74 19.32 -3.16
H -8.04 19.84 -1.76
H -8.74 18.36 -1.16
C -9.68 22.67 0.20
Cl -11.06 23.43 0.82
Cl -9.22 23.18 -1.44
H -8.86 22.69 0.92
H -9.92 21.60 0.20

The calculation puts the lowest unoccupied orbital energy at -0.04 eV. Its total charge is 0. The total energy comes out at -4279.8419 Ha. For the HOMO-LUMO gap, the calculation gives 8.523 eV. The spin multiplicity is 1. The value obtained for the maximum force is 17.1 eV/A.